Record 1
{"formula": "C23H30BrF4N6O4SiV", "method": "the ωB97M-V functional and the def2-TZVPD basis", "relative_energy_kcal_mol": 1.9, "total_energy_ha": -5730.918670, "e_lumo_ev": [-3.9540, -3.3757], "max_force_ev_per_a": 0.51, "total_charge": 1, "multiplicity": 2, "elements": ["V", "C", "N", "C", "C", "C", "N", "C", "C", "F", "C", "F", "C", "C", "F", "C", "F", "H", "H", "H", "H", "H", "H", "H", "H", "H", "H", "H", "Br", "C", "C", "N", "C", "C", "C", "C", "O", "O", "H", "H", "H", "C", "Si", "C", "C", "O", "H", "H", "H", "H", "H", "H", "H", "H", "H", "C", "N", "C", "C", "O", "N", "C", "N", "H", "H", "H", "H", "H", "H", "H"], "positions_angstrom": [[0.4718, 0.7447, 0.0007], [1.7090, 2.7057, -1.9517], [1.3317, 2.6132, -0.5235], [0.4371, 3.7358, -0.1807], [2.5545, 2.6252, 0.3096], [3.2192, 1.2442, 0.2434], [2.2059, 0.2476, -0.1428], [2.6949, -1.0430, -0.4511], [2.7711, -1.4750, -1.7669], [2.3592, -0.6632, -2.7486], [3.2254, -2.7423, -2.0721], [3.2674, -3.1259, -3.3475], [3.6174, -3.6102, -1.0728], [3.5426, -3.1903, 0.2396], [3.9008, -4.0093, 1.2300], [3.0894, -1.9222, 0.5466], [2.9917, -1.5380, 1.8288], [2.2551, 3.6365, -2.1227], [0.8154, 2.6918, -2.5677], [2.3301, 1.8578, -2.2297], [0.9255, 4.6904, -0.3914], [0.1788, 3.6845, 0.8744], [-0.4734, 3.6619, -0.7740], [2.2576, 2.8631, 1.3281], [3.2471, 3.3952, -0.0382], [3.6301, 0.9969, 1.2253], [4.0448, 1.2181, -0.4715], [3.9700, -4.6034, -1.3134], [-1.3324, -2.6974, -5.6982], [-2.2442, -1.4209, -4.6524], [-3.5963, -1.1826, -4.8669], [-4.2932, -0.3022, -4.1533], [-3.6612, 0.3720, -3.2002], [-2.3104, 0.1969, -2.9204], [-1.5792, -0.7233, -3.6650], [-1.6776, 0.9338, -1.7969], [-2.3156, 1.6176, -1.0128], [-0.3797, 0.7531, -1.6773], [-4.1309, -1.7235, -5.6385], [-4.2430, 1.0860, -2.6302], [-0.5279, -0.8894, -3.4693], [-0.7554, 2.3419, 4.0419], [0.3338, 1.0219, 3.3221], [2.1034, 1.2345, 3.8446], [-0.2376, -0.6953, 3.7413], [0.2739, 1.2595, 1.6543], [-0.7374, 2.3155, 5.1332], [-1.7961, 2.2245, 3.7304], [-0.4179, 3.3332, 3.7307], [2.2077, 1.0806, 4.9207], [2.4701, 2.2398, 3.6230], [2.7423, 0.5043, 3.3452], [-0.0438, -0.8781, 4.8014], [0.3181, -1.4449, 3.1738], [-1.3048, -0.8338, 3.5731], [-4.2492, -2.0429, 1.0607], [-2.8754, -1.8642, 0.6263], [-2.1039, -2.8370, -0.1184], [-0.7890, -2.0978, -0.3024], [0.1517, -2.4821, -0.9441], [-0.8640, -0.8822, 0.3760], [-2.1271, -0.7894, 0.8612], [-2.5919, 0.2546, 1.5437], [-4.6129, -2.9888, 0.6703], [-4.8900, -1.2511, 0.6676], [-4.3197, -2.0672, 2.1493], [-2.5494, -3.0602, -1.0894], [-1.9612, -3.7669, 0.4344], [-2.0669, 1.1135, 1.4818], [-3.5861, 0.3480, 1.6685]], "lowdin_charge": [1.090, -0.036, -0.343, -0.035, -0.150, -0.136, -0.108, -0.155, -0.163, 0.114, -0.204, 0.119, 0.106, -0.200, 0.115, -0.145, 0.104, 0.108, 0.097, 0.090, 0.109, 0.086, 0.097, 0.105, 0.138, 0.118, 0.136, 0.149, 0.783, -0.662, -0.162, 0.089, -0.070, -0.114, -0.044, -0.537, 0.074, -0.153, 0.110, 0.124, 0.113, -0.149, 0.363, -0.143, -0.147, -0.389, 0.046, 0.028, 0.039, 0.049, 0.038, 0.022, 0.049, 0.035, 0.020, 0.002, -0.067, -0.002, -0.424, 0.124, 0.093, -0.394, 0.236, 0.103, 0.100, 0.102, 0.149, 0.151, 0.090, 0.125]}

Record 2
{"formula": "C23H30BrO5Zr", "method": "the ωB97M-V functional and the def2-TZVPD basis", "relative_energy_kcal_mol": 4.4, "total_energy_ha": -3891.730449, "e_lumo_ev": 2.1735, "max_force_ev_per_a": 2.93, "total_charge": -1, "elements": ["C", "C", "C", "C", "H", "H", "C", "H", "H", "C", "H", "H", "C", "C", "C", "O", "O", "O", "O", "C", "H", "H", "H", "C", "H", "H", "H", "O", "H", "H", "C", "C", "H", "H", "H", "H", "H", "H", "Zr", "C", "C", "C", "H", "C", "C", "H", "H", "H", "H", "C", "C", "C", "H", "C", "C", "H", "H", "H", "H", "Br"], "positions_angstrom": [[0.3156, -0.2662, -7.3953], [-0.0216, -0.8665, -6.0278], [-0.0068, 1.2486, -7.3450], [-1.0233, 1.3426, -6.1869], [-0.4647, 1.5224, -8.3055], [0.9101, 1.8422, -7.2034], [-1.2845, -0.0687, -5.6494], [0.8215, -0.6708, -5.3382], [-0.1852, -1.9547, -6.1141], [-1.5085, 0.0826, -4.1634], [-2.1434, -0.5516, -6.1376], [-1.9598, 1.7648, -6.5750], [-0.5906, 2.1501, -4.9129], [1.6928, -0.6372, -7.8846], [-0.5126, -0.9408, -8.4934], [-1.1722, -0.3678, -9.3394], [2.5808, -1.1044, -7.1894], [1.7858, -0.4660, -9.2170], [-0.3732, -2.2789, -8.4607], [-0.8509, -2.9939, -9.6039], [-0.5510, -4.0265, -9.4094], [-0.3694, -2.6218, -10.5140], [-1.9361, -2.9112, -9.7031], [3.0446, -0.8669, -9.7538], [3.8586, -0.2904, -9.2983], [2.9611, -0.6603, -10.8242], [3.2136, -1.9354, -9.5656], [-0.8074, 1.2590, -3.7222], [-1.1839, -0.7837, -3.5654], [-2.5827, 0.2367, -3.9789], [-1.4795, 3.3881, -4.8503], [0.8789, 2.5562, -4.8684], [1.1201, 3.2470, -5.6874], [1.5329, 1.6762, -4.9198], [1.0820, 3.0685, -3.9190], [-1.3723, 3.9112, -3.8946], [-2.5325, 3.1223, -5.0107], [-1.1861, 4.0702, -5.6619], [-0.1243, 0.3448, -0.6166], [-1.8467, 0.2159, 1.0839], [-2.4483, 0.3078, -0.2209], [-2.1737, -0.9229, -0.9224], [-3.0724, 1.1278, -0.5769], [-1.3977, -1.7585, -0.0533], [-1.2010, -1.0517, 1.1789], [-0.7431, -1.4414, 2.0856], [-1.9865, 0.9033, 1.9134], [-2.6300, -1.2363, -1.8640], [-1.0968, -2.7879, -0.2563], [2.0556, 0.8801, 0.2230], [1.5657, -0.1147, 1.1325], [1.4745, -1.3536, 0.4205], [1.4551, 0.0213, 2.2054], [1.8701, -1.1373, -0.9308], [2.2292, 0.2506, -1.0687], [2.6957, 0.7095, -1.9390], [2.3656, 1.8787, 0.5017], [1.2270, -2.3225, 0.8591], [2.0144, -1.9205, -1.6843], [-0.3602, 2.8250, -0.2906]], "lowdin_charge": [-0.257, -0.039, -0.024, -0.170, 0.121, 0.116, -0.219, 0.144, 0.137, -0.178, 0.155, 0.142, -0.464, -0.426, -0.440, 0.118, 0.129, -0.031, -0.037, -0.032, 0.095, 0.098, 0.096, -0.038, 0.100, 0.095, 0.101, -0.129, 0.090, 0.123, -0.026, -0.024, 0.081, 0.090, 0.092, 0.086, 0.085, 0.089, 0.907, -0.274, -0.325, -0.278, 0.085, -0.224, -0.238, 0.101, 0.088, 0.068, 0.099, -0.309, -0.228, -0.236, 0.098, -0.242, -0.272, 0.091, 0.073, 0.100, 0.076, -0.011]}

Record 3
{"formula": "C23H30ClN3O3", "method": "the ωB97M-V functional and the def2-TZVPD basis", "relative_energy_kcal_mol": 12.1, "total_energy_ha": -1744.661839, "e_lumo_ev": 0.5948, "max_force_ev_per_a": 0.69, "smiles": "CCOC(=O)[C@]1(Cc2cccc(Cl)c2)CCCN(C(=O)c2cc(C(C)C)nn2C)C1", "elements": ["C", "C", "O", "C", "O", "C", "C", "C", "C", "C", "C", "C", "Cl", "C", "C", "C", "C", "N", "C", "O", "C", "C", "C", "C", "C", "C", "N", "N", "C", "C", "H", "H", "H", "H", "H", "H", "H", "H", "H", "H", "H", "H", "H", "H", "H", "H", "H", "H", "H", "H", "H", "H", "H", "H", "H", "H", "H", "H", "H", "H"], "positions_angstrom": [[0.0987, 1.4453, 3.6215], [-0.1088, 2.5009, 2.5480], [-0.3593, 1.8927, 1.2788], [-1.6323, 1.7386, 0.9051], [-2.5746, 2.0849, 1.5657], [-1.7165, 1.1383, -0.4994], [-1.0920, 2.2098, -1.4347], [-1.0243, 1.7947, -2.8756], [-2.0759, 2.0500, -3.7485], [-2.0099, 1.6440, -5.0700], [-0.8938, 0.9798, -5.5476], [0.1616, 0.7415, -4.6826], [1.5766, -0.0708, -5.2598], [0.1055, 1.1451, -3.3596], [-3.1768, 0.8627, -0.8663], [-3.7405, -0.2864, -0.0357], [-2.8633, -1.5193, -0.2053], [-1.4987, -1.2294, 0.1905], [-0.9453, -1.9519, 1.1949], [-1.6092, -2.7601, 1.8329], [0.4934, -1.7732, 1.4734], [1.5813, -1.5931, 0.6279], [2.7053, -1.6008, 1.4638], [4.1425, -1.4368, 1.0886], [4.3537, -0.1247, 0.3311], [4.6073, -2.6277, 0.2479], [2.3303, -1.7830, 2.7216], [1.0122, -1.9098, 2.7211], [0.3306, -2.1841, 3.9553], [-0.8877, -0.1613, -0.5586], [0.2987, 1.9275, 4.5741], [-0.7978, 0.8363, 3.7145], [0.9419, 0.8098, 3.3615], [-0.9557, 3.1468, 2.8007], [0.7922, 3.1031, 2.4096], [-1.6926, 3.1180, -1.3464], [-0.0850, 2.4261, -1.0742], [-2.9476, 2.5794, -3.3942], [-2.8334, 1.8480, -5.7373], [-0.8364, 0.6599, -6.5757], [0.9481, 0.9637, -2.7102], [-3.2299, 0.6015, -1.9251], [-3.7672, 1.7643, -0.6965], [-4.7569, -0.5150, -0.3578], [-3.7723, 0.0005, 1.0153], [-2.8601, -1.8343, -1.2567], [-3.2171, -2.3433, 0.4159], [1.5755, -1.5250, -0.4407], [4.7180, -1.4117, 2.0191], [3.8037, -0.1339, -0.6075], [4.0102, 0.7192, 0.9256], [5.4090, 0.0156, 0.1085], [4.0449, -2.6804, -0.6818], [5.6638, -2.5303, 0.0081], [4.4591, -3.5566, 0.7935], [0.9254, -2.8999, 4.5211], [0.2209, -1.2757, 4.5506], [-0.6471, -2.6065, 3.7341], [-0.8069, -0.4709, -1.6086], [0.1045, 0.0480, -0.1639]], "lowdin_charge": [-0.055, -0.198, -0.006, -0.441, 0.135, -0.308, -0.063, -0.224, -0.046, -0.068, -0.108, -0.663, 0.673, -0.075, -0.122, -0.141, -0.125, -0.014, -0.367, 0.050, -0.119, 0.032, -0.283, -0.377, -0.067, -0.067, 0.145, -0.141, -0.004, -0.081, 0.083, 0.080, 0.066, 0.121, 0.127, 0.139, 0.129, 0.117, 0.107, 0.104, 0.113, 0.116, 0.129, 0.118, 0.116, 0.136, 0.121, 0.113, 0.134, 0.072, 0.077, 0.076, 0.076, 0.075, 0.081, 0.094, 0.076, 0.079, 0.138, 0.111]}